93
Properties=species:S:1:pos:R:3:forces:R:3:lowdin_charge:R:1 method="wB97M-V/def2-TZVPD" total_charge=-1 energy_ha=-5661.99156 spin_multiplicity=3
Pd -0.257 -0.988 -0.167 -0.1875 0.3874 -0.6377 0.65
C -2.880 -2.760 2.103 -0.0125 0.0502 0.0523 -0.18
Si -3.018 -0.909 2.370 -0.0605 0.0299 -0.0297 0.29
C -4.763 -0.374 1.896 0.0747 -0.0094 -0.0159 -0.18
C -2.829 -0.574 4.226 -0.0623 -0.0703 -0.0108 -0.18
N -1.874 -0.101 1.422 -0.0309 -0.1791 0.2218 -0.27
P -0.910 1.125 1.342 0.2368 0.2944 -0.2784 0.59
C -0.067 1.207 -0.136 0.0276 -0.6256 0.1935 -0.36
P 1.346 1.008 -1.071 -0.3544 0.2121 0.3571 0.59
N 1.274 -0.261 -1.973 0.2466 -0.2633 -0.1388 -0.27
Si 1.829 -0.940 -3.421 -0.0142 0.1216 -0.0339 0.30
C 1.437 0.184 -4.887 0.0242 -0.0598 0.0235 -0.18
C 1.008 -2.598 -3.717 -0.0014 0.0422 0.0581 -0.17
C 3.702 -1.213 -3.396 -0.0601 -0.0180 -0.0575 -0.19
C 2.761 0.966 0.075 0.0453 0.0393 -0.0181 -0.29
C 3.350 -0.265 0.344 0.0610 -0.0600 0.0264 -0.09
C 4.412 -0.356 1.234 -0.0270 -0.0034 -0.0156 -0.09
C 4.890 0.785 1.862 0.0012 0.0300 0.0013 -0.10
C 4.303 2.016 1.602 0.0269 -0.0086 0.0170 -0.10
C 3.243 2.106 0.712 -0.0149 -0.0288 -0.0045 -0.09
C 1.682 2.493 -2.069 0.1540 -0.0216 -0.0826 -0.29
C 0.644 3.323 -2.468 -0.0282 0.0657 -0.0384 -0.08
C 0.879 4.380 -3.339 -0.0346 -0.0309 0.0305 -0.09
C 2.160 4.615 -3.814 0.0355 -0.0023 -0.0114 -0.10
C 3.207 3.790 -3.419 -0.0031 0.0111 -0.0093 -0.09
C 2.967 2.732 -2.556 -0.0336 0.0423 0.0067 -0.10
C 0.341 1.141 2.668 -0.0101 0.0139 0.0862 -0.28
C 0.792 -0.084 3.153 0.0664 0.0067 0.0256 -0.09
C 1.766 -0.134 4.139 -0.0335 -0.0107 -0.0274 -0.08
C 2.294 1.042 4.654 0.0072 0.0211 0.0065 -0.10
C 1.850 2.267 4.175 0.0067 -0.0013 0.0232 -0.10
C 0.881 2.316 3.184 0.0019 -0.0099 0.0208 -0.09
C -1.826 2.670 1.658 -0.0864 -0.0084 0.0267 -0.28
C -2.106 3.553 0.625 0.0110 0.0439 -0.0155 -0.08
C -2.886 4.682 0.849 0.0025 -0.0111 0.0009 -0.09
C -3.388 4.936 2.117 -0.0017 0.0067 0.0004 -0.10
C -3.110 4.058 3.159 -0.0007 0.0008 0.0007 -0.09
C -2.338 2.931 2.929 -0.0240 0.0422 -0.0003 -0.09
H -3.626 -3.298 2.697 0.0097 0.0051 -0.0122 0.02
H -1.889 -3.133 2.374 -0.0003 0.0220 0.0056 0.02
H -3.031 -3.009 1.051 -0.0157 0.0115 -0.0124 0.02
H -5.532 -0.893 2.476 0.0170 -0.0039 0.0029 0.02
H -4.930 -0.583 0.836 -0.0070 -0.0046 0.0102 0.02
H -4.888 0.702 2.045 0.0106 -0.0065 0.0084 0.02
H -3.367 -1.344 4.790 0.0064 0.0294 0.0221 0.02
H -3.257 0.392 4.506 0.0094 0.0014 -0.0157 0.01
H -1.786 -0.589 4.552 0.0053 -0.0168 -0.0425 0.01
H 0.362 0.382 -4.922 0.0011 -0.0149 0.0057 0.02
H 1.728 -0.276 -5.836 0.0049 0.0056 0.0107 0.02
H 1.949 1.147 -4.804 -0.0007 -0.0097 0.0122 0.01
H -0.078 -2.496 -3.653 0.0012 0.0200 -0.0266 0.01
H 1.299 -3.325 -2.955 0.0089 0.0026 -0.0069 0.02
H 1.261 -3.001 -4.702 0.0214 0.0103 0.0086 0.02
H 4.250 -0.266 -3.396 -0.0291 0.0111 0.0148 0.01
H 4.024 -1.784 -4.273 0.0081 0.0140 0.0079 0.02
H 4.002 -1.770 -2.505 -0.0187 -0.0084 -0.0040 0.01
H 2.966 -1.149 -0.152 -0.0207 0.0156 -0.0205 0.09
H 4.864 -1.320 1.437 0.0015 0.0037 0.0025 0.10
H 5.718 0.715 2.558 -0.0031 0.0049 0.0018 0.10
H 4.666 2.908 2.099 0.0026 -0.0062 0.0016 0.10
H 2.785 3.069 0.513 -0.0071 -0.0037 -0.0103 0.11
H -0.354 3.127 -2.093 0.0017 -0.0079 -0.0044 0.08
H 0.059 5.017 -3.648 0.0047 0.0016 -0.0011 0.10
H 2.344 5.440 -4.492 0.0083 -0.0020 0.0021 0.09
H 4.210 3.967 -3.788 -0.0109 0.0133 -0.0083 0.10
H 3.785 2.086 -2.257 -0.0155 -0.0052 0.0019 0.11
H 0.371 -0.997 2.745 -0.0081 -0.0005 -0.0049 0.09
H 2.113 -1.093 4.505 0.0056 0.0037 0.0022 0.10
H 3.054 1.004 5.425 0.0015 0.0035 -0.0022 0.10
H 2.265 3.187 4.569 0.0004 -0.0015 0.0043 0.10
H 0.541 3.276 2.812 -0.0083 -0.0101 -0.0119 0.11
H -1.703 3.346 -0.359 -0.0019 -0.0020 0.0133 0.08
H -3.100 5.362 0.034 -0.0025 0.0013 0.0037 0.10
H -3.993 5.816 2.295 0.0014 -0.0040 0.0052 0.09
H -3.498 4.252 4.152 -0.0053 0.0083 -0.0071 0.10
H -2.124 2.249 3.744 0.0017 -0.0024 -0.0164 0.10
Br -2.643 -1.027 -2.377 0.0542 -0.0289 0.1256 0.73
C -2.742 -2.910 -2.110 0.0015 -0.0898 0.0061 -0.61
C -3.797 -3.534 -2.715 -0.0176 0.1039 -0.0349 -0.16
C -3.932 -4.933 -2.647 0.0511 -0.0648 0.0413 -0.10
C -2.985 -5.667 -1.997 -0.0447 0.0403 -0.0279 -0.06
C -1.884 -5.038 -1.364 -0.0168 -0.0241 -0.0243 -0.18
C -0.909 -5.836 -0.721 0.0308 0.0162 0.0310 -0.07
C 0.156 -5.241 -0.110 -0.0369 -0.0455 -0.0236 -0.11
C 0.260 -3.836 -0.091 -0.0398 0.0982 -0.0217 -0.17
C -0.661 -2.981 -0.677 0.0941 -0.2505 0.2848 -0.23
C -1.743 -3.617 -1.369 -0.0190 0.1559 -0.0632 -0.25
H -4.520 -2.945 -3.263 0.0059 -0.0016 0.0058 0.08
H -4.776 -5.411 -3.128 0.0028 -0.0084 0.0010 0.09
H -3.055 -6.748 -1.954 -0.0029 0.0018 -0.0006 0.10
H -1.031 -6.913 -0.731 0.0187 -0.0015 0.0061 0.10
H 0.917 -5.843 0.376 -0.0094 -0.0098 -0.0046 0.09
H 1.113 -3.412 0.434 0.0018 -0.0087 0.0054 0.07

16
Properties=species:S:1:pos:R:3:forces:R:3:lowdin_charge:R:1 method="wB97M-V/def2-TZVPD" smiles=C[C@H](CN)CF energy_ha=-312.98938 spin_multiplicity=1
C 0.012 1.660 -0.058 0.1915 -0.7289 -0.8289 -0.04
C -0.532 0.222 0.191 1.3735 0.9303 -1.1925 -0.36
C 0.395 -0.598 1.009 -1.4347 -1.0058 1.1394 -0.32
N 1.525 -1.030 0.287 1.8898 -0.9061 -0.9148 0.00
C -0.983 -0.600 -1.013 2.5999 2.5470 0.0057 -0.24
F -1.463 -1.750 -0.552 -1.2818 -1.8035 0.1085 0.01
H -0.452 2.188 -0.882 -0.2662 -0.1637 -0.4785 0.07
H -0.206 2.290 0.783 0.1117 0.1015 0.6985 0.07
H 1.081 1.686 -0.248 0.1968 0.0038 0.0264 0.07
H -1.341 0.446 0.794 -2.3241 -0.1153 1.1182 0.11
H 0.600 -0.041 1.897 0.9135 0.6844 0.7506 0.10
H -0.224 -1.411 1.451 0.7256 -0.0905 -0.6507 0.13
H 1.576 -2.010 -0.061 -0.3666 1.5007 0.3988 0.10
H 1.819 -0.334 -0.413 -0.1133 -0.9409 0.4831 0.07
H -0.144 -0.791 -1.727 -0.6034 0.0565 0.5069 0.13
H -1.663 0.074 -1.456 -1.6121 -0.0695 -1.1705 0.10